{
  "formula": "C16H24Cl2F6GaO7S",
  "method": "ωB97M-V with the def2-TZVPD basis set",
  "homo_ev": -5.62,
  "gap_ev": 8.1,
  "molar_mass_g_mol": 615.045,
  "total_charge": -1,
  "species": ["C", "C", "O", "O", "C", "C", "C", "C", "Ga", "C", "O", "C", "F", "F", "F", "C", "Cl", "C", "C", "Cl", "S", "C", "O", "O", "H", "H", "H", "H", "H", "H", "H", "H", "H", "H", "H", "H", "H", "H", "H", "H", "H", "H", "H", "C", "C", "O", "C", "O", "C", "F", "F", "F", "H", "H", "H", "H", "H"],
  "xyz": [[5.26455, 0.13824, 0.00208], [3.95569, 0.33822, 0.74272], [3.83892, 1.12632, 1.62976], [2.93699, -0.51029, 0.43136], [2.59532, -0.67845, -0.95384], [2.33429, 0.61635, -1.70121], [1.11890, 1.47918, -1.25676], [0.21045, 0.90288, -0.16860], [-1.38942, 2.04505, 0.16338], [-1.00492, 3.90091, 0.83502], [0.43554, 4.19196, 0.75148], [0.76364, 5.38719, 0.31555], [2.10112, 5.51420, 0.33137], [0.35512, 5.62802, -0.96003], [0.25169, 6.40567, 1.05221], [-2.70750, 2.13909, -1.38251], [-3.63678, 3.62345, -1.47056], [-2.91223, 1.20779, -2.30023], [-2.20823, -0.12308, -2.33162], [-4.03422, 1.41815, -3.63650], [-2.51347, 0.98574, 1.97025], [-4.07182, 0.28727, 1.42349], [-1.70572, -0.17039, 2.38961], [-2.87887, 1.95574, 3.00973], [5.16699, -0.41958, -0.92412], [5.70492, 1.11479, -0.19397], [5.93375, -0.39988, 0.67546], [3.38664, -1.23959, -1.46270], [1.71025, -1.31323, -0.95363], [3.24854, 1.22180, -1.70000], [2.18761, 0.31393, -2.74493], [1.47777, 2.46069, -0.94085], [0.52098, 1.66233, -2.15800], [-0.08746, -0.12196, -0.40904], [0.73958, 0.84563, 0.78680], [-1.55293, 4.63309, 0.24026], [-1.29795, 4.02328, 1.87830], [-2.81474, -0.85587, -2.86215], [-1.24426, -0.04675, -2.84159], [-2.03874, -0.48883, -1.31923], [-3.86701, -0.62887, 0.87005], [-4.58516, 1.01551, 0.79427], [-4.66038, 0.07653, 2.31756], [-0.20458, -2.86795, 2.38569], [-1.13948, -3.99720, 2.04104], [-1.05025, -4.34157, 0.62830], [-0.03337, -5.09265, 0.26912], [0.80595, -5.59456, 0.95986], [-0.07084, -5.30601, -1.26464], [-0.21931, -4.15250, -1.92206], [-1.10016, -6.10542, -1.59156], [1.05044, -5.88565, -1.68655], [-0.41807, -1.99584, 1.77048], [-0.35744, -2.57153, 3.42257], [0.83889, -3.15594, 2.25278], [-2.17643, -3.69686, 2.17172], [-0.95281, -4.89853, 2.62456]],
  "atomic_forces_ev_per_a": [[-0.073, 0.190, 0.037], [0.043, -0.404, -0.410], [0.003, 0.098, 0.325], [-0.057, 0.373, 0.021], [0.138, -0.197, -0.088], [-0.070, 0.036, -0.064], [-0.038, -0.079, -0.098], [0.076, 0.017, 0.152], [0.287, -0.020, -0.251], [-0.267, 0.033, 0.054], [0.079, -0.088, -0.027], [-0.007, 0.114, -0.034], [-0.171, 0.008, -0.018], [0.079, -0.002, 0.097], [0.076, -0.073, -0.039], [-0.080, 0.138, 0.331], [-0.038, 0.094, -0.008], [0.075, -0.309, -0.170], [-0.099, 0.010, 0.016], [-0.034, 0.018, -0.079], [0.066, 0.134, -0.010], [-0.110, -0.046, -0.078], [-0.148, -0.082, 0.137], [-0.031, -0.064, 0.009], [0.021, -0.014, 0.009], [-0.004, -0.042, -0.002], [-0.024, -0.022, -0.026], [-0.014, -0.012, 0.008], [0.003, 0.056, 0.140], [-0.039, -0.036, 0.024], [0.071, -0.006, 0.030], [-0.006, -0.051, 0.044], [0.021, 0.073, 0.044], [-0.046, 0.053, 0.030], [0.048, -0.033, -0.073], [0.066, 0.017, 0.023], [0.041, 0.023, -0.023], [0.011, 0.006, 0.019], [-0.028, -0.020, 0.013], [0.064, 0.032, -0.045], [-0.031, 0.055, -0.042], [0.000, -0.026, 0.039], [0.064, -0.001, 0.003], [0.204, 0.024, -0.182], [-0.124, 0.047, 0.217], [0.049, -0.003, -0.063], [-0.013, -0.018, -0.049], [-0.028, 0.023, -0.004], [0.005, -0.019, 0.060], [0.006, 0.013, -0.004], [0.005, 0.011, -0.008], [-0.008, 0.000, 0.000], [-0.021, 0.032, 0.085], [-0.025, 0.023, -0.003], [-0.024, -0.068, 0.041], [0.000, -0.001, -0.058], [0.060, -0.015, -0.052]]
}